Record 1
The following is a DFT calculation (wB97M-V/def2-TZVPD) of C28H66O29P3S8Tl2 as an isolated structure.

The geometry in XYZ format:
```
136
Properties=species:S:1:pos:R:3:forces:R:3
Tl -15.489440 3.185740 6.555110 0.943 0.746 -0.062
Tl -12.342540 6.509420 7.197050 -0.917 -0.591 -0.161
P -12.222000 2.751210 7.186430 -0.905 -1.349 1.150
O -11.363880 2.113780 8.322470 -1.250 0.556 -1.154
O -13.121290 3.823540 7.890950 0.160 -0.400 0.872
O -13.169420 1.809060 6.387640 0.522 0.082 0.455
O -11.362690 3.547510 6.252940 0.833 0.935 -1.275
P -9.267220 6.617560 8.356440 1.274 1.271 0.112
O -9.693310 6.006580 6.954060 0.005 0.524 0.869
O -7.887110 6.020500 8.753100 -1.651 2.200 -0.310
O -10.294320 5.660920 9.034990 -0.941 -0.383 -0.339
O -9.730040 8.123900 8.521890 1.688 -3.023 -0.346
P -15.251760 6.293430 6.070460 2.240 -2.332 1.222
O -14.610360 7.659610 5.972420 -1.800 2.788 -0.623
O -16.591210 5.713070 5.660920 -1.645 1.561 -0.935
O -15.076140 5.852160 7.559950 -0.202 -0.180 1.526
O -14.152570 5.418060 5.415090 0.786 -1.317 -1.485
C -13.233340 5.469500 12.152610 -0.646 -1.093 -0.268
C -12.896110 3.947690 12.102120 0.296 2.860 -0.227
C -11.694930 3.753420 11.196900 -1.415 1.376 -1.102
O -11.118450 2.611430 11.777860 0.711 -1.114 -1.623
C -11.367330 2.655640 13.058800 2.048 -1.247 1.066
O -10.721300 1.983680 13.850400 -1.317 0.767 -0.096
O -12.302590 3.548870 13.320830 -0.305 -0.286 2.454
H -13.810370 5.693770 11.255490 0.389 0.166 -0.362
H -12.322790 6.067610 12.188120 -0.112 -0.051 -0.080
H -13.921880 5.769970 12.942370 0.337 -0.412 0.403
H -13.775120 3.313960 11.984580 0.055 0.087 -0.679
H -10.985270 4.577550 11.269580 0.014 0.138 0.449
H -11.967620 3.809120 10.143040 0.244 -1.361 -0.190
C -17.950490 4.929160 2.730900 1.385 0.226 -0.065
C -16.846600 5.836030 2.148920 -0.546 -1.907 -0.592
C -16.222630 5.370300 0.773280 -0.896 -0.677 1.494
O -16.020600 6.593930 0.173030 -0.507 1.918 -1.503
C -16.898020 7.579580 0.677790 3.258 0.979 -1.739
O -16.892300 8.685720 0.150640 -0.992 -2.067 1.158
O -17.400110 7.152400 1.790200 -0.570 -0.178 0.802
H -18.745540 4.685070 2.026320 -0.048 0.269 -0.178
H -18.320130 5.280840 3.694110 0.067 0.238 -0.110
H -17.398790 4.021210 2.974530 -0.073 -0.339 0.150
H -16.004640 5.893960 2.838740 -0.372 0.700 0.510
H -16.846050 4.694490 0.187840 -0.816 0.282 -0.187
H -15.298790 4.792370 0.798000 0.331 0.499 0.751
C -18.010400 9.229930 5.868970 0.080 -1.752 -0.052
C -17.589590 9.163330 7.330530 0.602 1.533 -1.060
C -16.329430 9.993570 7.547480 0.945 -1.178 -0.337
O -16.713360 11.172760 8.282300 0.810 -0.146 -0.384
C -17.989470 11.097640 8.596920 0.194 -3.151 -1.996
O -18.622690 11.907850 9.153250 -1.271 1.553 1.291
O -18.515990 9.895590 8.109230 -1.024 0.979 1.784
H -17.100260 9.029740 5.303590 0.037 0.359 -0.324
H -18.571970 10.111750 5.560520 0.367 0.217 0.236
H -18.598230 8.343350 5.631200 -0.368 0.041 -0.005
H -17.379070 8.144510 7.655800 -0.559 -0.042 0.150
H -15.902930 10.199390 6.565730 0.227 0.590 0.348
H -15.626080 9.363620 8.092060 0.272 0.507 0.232
C -12.627560 10.213130 8.058690 -0.049 0.323 1.447
S -13.235360 9.557590 9.719590 2.447 -2.805 -1.126
O -13.067240 8.028060 9.607160 -1.180 2.141 0.456
C -11.703810 9.985800 10.650900 -0.613 0.985 -0.161
H -12.285890 11.220970 8.294550 -0.331 0.364 -0.199
H -13.457000 10.194590 7.351730 0.233 -0.189 0.033
H -11.724820 9.682440 7.756160 -0.265 -0.614 0.015
H -11.659390 11.074830 10.662680 0.190 0.247 -0.077
H -10.826310 9.566650 10.158550 -0.150 -0.339 -0.153
H -11.786650 9.690160 11.696770 -0.198 -0.420 -0.199
C -13.095700 2.933230 3.255740 0.048 -1.037 0.655
S -14.375680 1.576680 3.404520 -0.935 2.513 0.224
O -15.602320 2.435080 3.729470 0.603 -0.870 0.521
C -14.881890 1.256470 1.691160 1.906 0.998 0.923
H -12.597670 2.924460 4.225270 -0.249 0.018 0.487
H -13.678020 3.853760 3.215530 0.012 -0.002 -0.306
H -12.257200 2.799120 2.572330 -0.423 -0.110 -0.612
H -13.995990 0.727390 1.339930 -0.729 -0.862 -0.885
H -14.859850 2.261470 1.269750 -0.462 -0.141 -0.255
H -15.882750 0.860700 1.863610 0.378 -0.455 -0.678
C -16.838770 7.434340 14.180610 -0.050 0.515 -2.309
S -16.333880 6.649530 12.614800 -1.640 -3.365 0.409
O -16.792510 5.142400 12.874550 0.902 3.289 -0.952
C -17.522890 7.384840 11.411860 0.057 -0.505 0.287
H -16.602680 8.463810 13.911260 0.562 0.313 0.974
H -16.195820 6.884220 14.867690 -0.481 0.560 0.421
H -17.926230 7.430900 14.254970 0.130 -0.710 0.515
H -18.489340 6.919880 11.606470 -0.051 0.135 0.132
H -17.205810 7.096540 10.409640 0.286 -0.134 0.093
H -17.574410 8.473350 11.436290 0.134 -0.014 0.315
C -19.976640 1.834330 3.483990 -0.820 -1.371 1.970
S -18.684660 1.022420 4.644400 1.799 2.296 -0.080
O -18.001790 2.232690 5.249470 -1.489 -1.930 -1.167
C -19.661060 0.121720 5.949970 -0.777 1.357 -1.400
H -20.578840 2.428920 4.170960 0.293 0.650 -0.160
H -20.688290 1.063910 3.187150 0.193 -0.246 -0.556
H -19.557220 2.390620 2.645700 0.357 -0.222 0.456
H -20.232810 0.835760 6.542710 0.279 -0.007 0.272
H -19.014100 -0.528000 6.539390 -0.025 0.196 -0.300
H -20.372700 -0.368540 5.285650 -0.081 -0.754 0.354
C -9.503440 4.549740 3.455220 -0.001 1.127 0.789
S -7.802560 4.592740 4.271690 -1.766 -1.825 0.253
O -7.865950 3.433040 5.206480 0.576 0.585 -0.077
C -7.010290 3.864900 2.812240 -0.349 -0.462 -1.498
H -10.271860 4.608960 4.226020 0.311 -0.148 0.604
H -9.713460 3.652430 2.873130 0.480 -0.004 0.008
H -9.651010 5.475600 2.899260 0.221 -0.047 -0.469
H -6.472880 4.557210 2.164170 -0.027 0.241 0.117
H -7.873070 3.473520 2.273230 0.307 0.085 -0.441
H -6.407790 2.966610 2.947040 0.251 0.354 0.933
C -13.020240 10.447180 3.961180 0.558 -0.374 1.010
S -12.218710 8.860870 3.445560 0.233 -1.117 2.848
O -11.970200 8.122570 4.807850 -0.165 1.952 -3.261
C -13.638590 8.086910 2.667250 -0.989 0.108 -0.689
H -13.609750 10.108070 4.812990 -0.568 -0.106 -0.198
H -13.553700 11.100500 3.270740 -0.043 -0.552 -0.342
H -12.233260 11.030390 4.439320 0.312 -0.001 -0.249
H -13.628340 7.011640 2.845540 0.103 0.104 0.478
H -13.657540 8.240540 1.588300 0.701 0.089 -0.256
H -14.593420 8.532680 2.945970 0.091 -0.245 0.813
C -19.888430 4.529230 7.241220 -0.036 -0.495 -0.138
S -19.185730 3.291080 8.353900 2.356 0.380 0.815
O -17.940530 2.630320 7.723960 -2.900 1.366 1.559
C -18.571990 4.477810 9.679870 -0.343 -0.887 -0.374
H -20.871560 4.940290 7.470540 -0.195 -0.557 0.768
H -20.029270 3.765510 6.476360 0.237 1.044 -1.283
H -19.263120 5.411690 7.105700 0.624 -0.614 -0.766
H -19.048000 5.458290 9.693030 -0.484 -0.236 -0.276
H -17.506010 4.665710 9.551480 0.120 -0.526 -0.071
H -18.830610 3.906580 10.571450 0.508 0.423 0.334
C -16.382380 1.268870 12.012670 0.953 0.564 -1.219
S -16.074290 0.634150 10.225010 -1.298 3.334 0.232
O -15.587420 1.855730 9.456170 -0.745 -1.728 1.210
C -14.671370 -0.306890 10.540620 1.099 -1.305 0.277
H -15.559660 1.954430 12.215720 0.466 -0.235 -0.125
H -16.383490 0.509300 12.794430 -0.465 -0.099 -0.244
H -17.199400 1.989830 11.984260 -0.519 -0.619 0.015
H -14.752020 -0.885840 11.460630 -0.040 0.190 0.205
H -13.804480 0.353870 10.538290 0.116 -0.138 -0.102
H -14.655520 -1.048230 9.741710 0.525 0.206 -0.209
```
Positions in Å, forces in eV/Å.

Properties
* spin multiplicity: 1
* gap between HOMO and LUMO: 3.713 eV
* total charge: -3

---

Record 2
The following is a DFT calculation (wB97M-V/def2-TZVPD) of a 6-piece molecular cluster, C28H67BN3O15 overall.

The geometry in XYZ format:
```
114
Properties=species:S:1:pos:R:3:forces:R:3
C 1.245389 -2.771719 1.976256 0.863 -0.348 -0.583
C 2.307962 -1.570412 2.123476 -0.919 0.080 1.278
C 3.416248 -2.075325 3.173215 2.449 -1.818 -2.668
O 4.355675 -2.785198 2.719766 -3.285 2.879 2.270
O 3.308800 -1.763504 4.555702 0.517 0.681 -1.589
C 4.350162 -0.843476 4.988913 1.255 0.592 -0.059
C 3.861982 0.717753 4.963692 0.096 -0.535 -0.962
C 4.734373 1.419970 3.827378 0.383 0.291 -0.329
C 6.270744 1.764964 4.080655 1.014 -1.267 0.353
N 6.637494 2.895790 3.118566 -2.636 -1.774 -2.412
C 5.404184 3.048028 2.347546 0.065 -0.270 3.174
N 5.251672 3.321942 1.055847 -0.409 0.486 3.349
O 6.399189 3.529527 0.331036 -0.070 -2.837 -1.172
B 6.694162 2.184828 -0.217083 1.264 -2.183 -1.318
O 5.728257 1.096037 -0.135637 1.646 1.891 1.477
O 7.949364 1.860125 -0.843478 -1.780 1.212 2.355
N 4.302339 2.783655 3.311970 1.833 0.379 -2.997
H 0.299467 -2.469380 1.412458 1.242 -0.182 1.083
H 1.738531 -3.599104 1.348085 -0.689 1.146 1.083
H 1.054813 -3.184188 3.019744 -0.154 0.510 -1.460
H 2.744981 -1.252133 1.120521 -0.205 -0.750 1.478
H 1.752216 -0.668128 2.548551 0.760 -1.109 -0.372
H 4.766508 -1.128719 6.021267 -1.119 0.250 -1.518
H 5.238960 -0.977033 4.261167 -1.283 0.206 1.159
H 2.767200 0.746349 4.599880 1.610 -0.083 0.838
H 3.946251 1.198122 5.992861 -0.067 -0.489 -1.525
H 4.703289 0.788954 2.875294 0.033 0.063 1.475
H 6.899607 0.871276 3.720153 -0.959 1.139 0.891
H 6.643539 2.031208 5.121507 -1.068 -0.269 -1.232
H 7.450494 2.506149 2.598960 -0.768 1.262 -0.039
H 4.302432 3.367795 0.659898 0.863 0.173 -0.432
H 5.969361 0.500125 0.617537 -0.393 0.340 -1.141
H 8.437753 1.201348 -0.293474 -0.487 0.485 -0.975
H 3.409414 2.809089 2.799509 0.283 -0.241 0.602
C -5.117191 -1.681371 0.098987 -0.117 -0.021 -0.113
O -4.662715 -0.891518 -0.993972 0.468 -0.049 0.426
C -3.735345 0.112475 -0.593176 -0.055 -0.179 -0.448
C -2.292902 -0.322756 -0.833754 -0.090 -0.040 0.414
O -1.939012 -1.443631 -0.025910 -0.143 0.099 -0.232
C -2.034470 -2.676081 -0.732299 0.086 -0.095 0.065
H -5.539718 -2.603669 -0.302539 -0.013 0.120 -0.040
H -4.307524 -1.941643 0.785557 -0.007 0.055 -0.059
H -5.896546 -1.139850 0.643112 -0.018 -0.050 0.095
H -3.894674 0.389684 0.455710 0.088 -0.087 -0.032
H -3.939174 0.997936 -1.204319 0.031 0.020 -0.002
H -1.627789 0.498454 -0.555017 0.013 0.073 0.025
H -2.118682 -0.540503 -1.893273 -0.131 -0.031 0.041
H -1.142246 -2.813965 -1.351186 -0.048 -0.080 -0.096
H -2.924371 -2.725661 -1.362709 0.057 0.039 0.029
H -2.084338 -3.484574 -0.000900 0.043 0.090 -0.009
C 4.705085 5.141500 -5.524316 0.021 0.142 -0.101
O 4.100916 6.199814 -4.789105 -0.073 -0.411 0.287
C 2.964374 5.770581 -4.045555 0.239 0.392 0.025
C 3.315036 5.500366 -2.585670 -0.170 -0.237 -0.262
O 4.230172 4.410500 -2.455473 0.120 0.149 0.140
C 5.576882 4.843552 -2.309908 -0.079 0.015 -0.012
H 5.719016 5.447404 -5.786588 -0.112 0.071 -0.008
H 4.761471 4.215697 -4.945681 -0.050 0.051 0.001
H 4.138349 4.963224 -6.442291 0.046 -0.103 -0.023
H 2.507137 4.889896 -4.511468 0.079 -0.005 0.117
H 2.232128 6.582798 -4.083558 -0.002 -0.037 0.042
H 2.403358 5.221497 -2.051965 -0.059 -0.025 -0.013
H 3.715113 6.399527 -2.103980 0.053 -0.017 -0.134
H 5.754672 5.143607 -1.273795 0.111 0.194 -0.107
H 5.820276 5.674263 -2.975401 -0.063 -0.057 -0.003
H 6.232799 4.004074 -2.551779 -0.062 -0.010 -0.014
C -2.620575 -5.896550 -5.990138 0.049 -0.120 -0.080
O -1.528558 -6.618069 -5.432756 -0.102 0.356 0.265
C -0.716260 -5.811704 -4.584530 -0.005 -0.476 0.019
C -1.069507 -6.005769 -3.112954 -0.175 0.374 -0.144
O -2.393878 -5.560892 -2.825794 0.168 -0.250 -0.167
C -3.334754 -6.627091 -2.805481 -0.090 0.086 0.122
H -3.360633 -6.618548 -6.338666 0.126 -0.001 -0.011
H -3.096906 -5.238049 -5.259130 0.069 -0.034 0.001
H -2.272149 -5.304543 -6.841365 -0.084 0.074 -0.022
H -0.786624 -4.755715 -4.871400 -0.078 -0.046 0.100
H 0.319954 -6.128513 -4.739328 -0.003 0.016 0.028
H -0.388465 -5.403374 -2.506550 0.053 0.045 0.017
H -0.939722 -7.050937 -2.811157 -0.035 0.017 -0.129
H -3.279936 -7.147725 -1.844430 -0.042 -0.094 -0.027
H -3.169699 -7.341342 -3.615103 0.059 0.059 0.015
H -4.332966 -6.200864 -2.918742 0.096 0.044 0.054
C -7.950008 2.643186 -4.724198 0.122 0.038 -0.059
O -6.723289 2.308623 -4.086466 -0.302 -0.108 0.206
C -6.867395 2.140098 -2.678334 0.246 -0.235 -0.205
C -6.999386 0.668843 -2.295362 -0.380 0.215 -0.112
O -8.193226 0.093179 -2.822905 0.286 0.167 -0.189
C -7.965917 -0.627312 -4.026649 -0.128 -0.079 0.109
H -7.845997 2.432670 -5.789800 0.079 0.051 0.076
H -8.789425 2.060362 -4.336546 0.078 0.014 0.031
H -8.153838 3.709509 -4.589981 -0.113 0.016 -0.027
H -7.717211 2.723272 -2.304132 -0.002 -0.110 -0.036
H -5.960383 2.541520 -2.214399 -0.004 -0.001 0.028
H -7.058805 0.593803 -1.207031 0.017 0.000 0.051
H -6.122280 0.098092 -2.615017 -0.084 0.111 -0.022
H -7.567733 -1.619408 -3.791911 0.053 -0.029 -0.095
H -7.276399 -0.108720 -4.696703 0.002 0.023 0.068
H -8.922894 -0.743775 -4.538162 0.022 -0.002 0.116
C 0.630995 -0.962779 6.692256 0.127 -0.063 0.105
O 0.410672 0.311312 6.103226 -0.183 -0.067 -0.221
C -0.427337 0.246517 4.950809 0.003 0.311 0.274
C -1.873337 0.604244 5.281359 -0.084 -0.452 -0.015
O -2.458355 -0.342255 6.170677 0.398 0.300 -0.036
C -2.435452 0.092383 7.524839 -0.172 -0.079 0.034
H 0.981158 -0.809775 7.714488 -0.006 0.079 -0.080
H -0.278510 -1.567598 6.726020 0.014 0.091 -0.037
H 1.401830 -1.492303 6.128615 -0.007 -0.171 0.014
H -0.362997 -0.742526 4.481221 -0.100 0.016 0.087
H -0.041797 0.979715 4.233671 -0.041 0.036 -0.041
H -2.458748 0.584939 4.359062 0.002 -0.017 -0.065
H -1.944420 1.616896 5.693718 0.127 -0.053 0.025
H -3.256925 0.793557 7.699851 0.042 0.038 0.082
H -1.489047 0.568027 7.792120 -0.011 -0.008 -0.070
H -2.575761 -0.780954 8.163672 -0.053 0.030 -0.117
```
Positions in Å, forces in eV/Å.

Properties
* spin multiplicity: 1
* gap between HOMO and LUMO: 6.625 eV
* total charge: +1

---

Number 1: highest occupied orbital energy 0.3741 eV, total energy -213407.547 eV. Number 2: highest occupied orbital energy -10.1880 eV, total energy -65967.406 eV.